[1]
16
Properties=species:S:1:pos:R:3:forces:R:3 method="wB97M-V/def2-TZVPD" total_charge=0 lumo_ev=1.1 max_force_ha_per_bohr=0.024 relative_energy_ev=0.1557 homo_lumo_gap_ha=0.4690 spin_multiplicity=1 smiles=CC.CC
C -0.7500 -1.5853 0.5954 -0.96 -0.65 0.46
C -0.9396 -2.0093 2.0602 0.11 0.54 -0.15
H -1.6881 -1.6378 0.0322 -0.05 -0.19 0.17
H -0.4841 -0.5405 0.5318 0.74 -0.06 -0.11
H -0.0798 -2.3111 0.1385 0.36 0.54 -0.35
H 0.0294 -2.1469 2.5438 -0.01 -0.07 -0.03
H -1.4989 -2.9370 2.1437 -0.07 -0.04 0.07
H -1.4436 -1.2178 2.6186 -0.18 -0.19 0.05
C 0.7391 1.0465 -1.2165 -0.07 0.63 0.03
C 0.9961 2.5388 -1.4631 0.04 -0.40 -0.06
H -0.3376 0.8961 -1.1391 0.01 -0.18 -0.08
H 1.1243 0.4184 -2.0157 0.06 -0.09 0.01
H 1.1769 0.7478 -0.2643 0.08 -0.13 -0.10
H 2.0595 2.7784 -1.5111 -0.02 -0.03 0.13
H 0.5376 3.0948 -0.6484 0.07 0.28 -0.05
H 0.5589 2.8648 -2.4061 -0.11 0.04 0.02

***

[2]
16
Properties=species:S:1:pos:R:3:forces:R:3 method="wB97M-V/def2-TZVPD" total_charge=0 lumo_ev=1.1 max_force_ha_per_bohr=0.021 relative_energy_ev=0.1138 homo_lumo_gap_ha=0.4742 spin_multiplicity=1 smiles=CC.CC
C -0.8866 -2.3315 -1.2625 -0.17 0.13 -0.15
C 0.2872 -1.4820 -0.7896 0.28 -0.12 -0.30
H -1.8195 -1.7815 -1.1286 -0.03 -0.07 0.14
H -0.8593 -2.5737 -2.3204 0.29 -0.05 -0.18
H -0.9566 -3.2721 -0.7263 -0.07 -0.08 0.19
H 1.2259 -2.0393 -0.6915 -0.28 -0.18 0.17
H 0.0344 -1.0433 0.1806 0.28 0.13 -0.23
H 0.5388 -0.7160 -1.5327 -0.33 0.21 0.34
C -0.4242 2.1609 1.0047 0.55 -0.32 -0.85
C 1.0295 1.6795 1.0861 -0.23 0.20 -0.22
H -0.6945 2.7561 1.8682 -0.15 0.13 0.06
H -0.5741 2.7301 0.0814 -0.14 0.10 0.24
H -1.0648 1.2805 0.9323 -0.20 0.13 0.20
H 1.2443 0.9350 0.3209 -0.11 -0.11 0.05
H 1.1547 1.2254 2.0605 0.49 -0.12 0.18
H 1.7647 2.4720 0.9167 -0.18 0.05 0.36

***

[3]
16
Properties=species:S:1:pos:R:3:forces:R:3 method="wB97M-V/def2-TZVPD" total_charge=0 lumo_ev=1.1 max_force_ha_per_bohr=0.071 relative_energy_ev=1.0783 homo_lumo_gap_ha=0.4459 spin_multiplicity=1 smiles=CC.CC
C -0.4094 -0.6636 -2.4978 -1.79 -1.00 2.26
C 0.1478 0.5978 -1.8774 1.30 0.23 -1.56
H -0.0608 -0.7953 -3.5025 -0.31 -0.39 -0.46
H -0.2756 -1.5683 -1.8653 1.14 0.32 -0.49
H -1.4930 -0.6881 -2.2947 -0.14 0.50 -1.47
H -0.4862 1.0334 -1.1120 0.21 -0.10 0.12
H 1.1520 0.2814 -1.5060 -0.57 1.13 -0.02
H 0.2373 1.3383 -2.7457 0.17 -0.66 1.49
C 0.1751 0.1663 1.4195 -0.56 2.25 0.78
C 0.1099 -0.0305 2.9284 0.67 -3.60 0.25
H -0.8175 0.4933 1.1406 -0.41 -0.31 -0.64
H 0.7655 1.0625 1.1539 0.32 -0.77 -0.05
H 0.4708 -0.7381 0.8972 0.05 0.15 -0.04
H 0.1330 0.7130 3.7188 -0.33 0.50 -0.62
H 0.9102 -0.7428 3.1595 0.84 0.62 0.29
H -0.6374 -0.8328 3.1160 -0.60 1.14 0.16

***

[4]
16
Properties=species:S:1:pos:R:3:forces:R:3 method="wB97M-V/def2-TZVPD" total_charge=0 lumo_ev=0.9 max_force_ha_per_bohr=0.083 relative_energy_ev=2.3273 homo_lumo_gap_ha=0.4165 spin_multiplicity=1 smiles=CCC.C
C 3.7837 -2.4703 1.2418 0.39 -0.65 0.88
H 4.2331 -1.9166 2.1159 -0.29 -0.25 -1.13
H 3.0766 -1.7806 0.6942 0.35 -1.10 0.92
H 4.6128 -2.7079 0.4858 -1.20 -0.07 1.34
H 3.3261 -3.4249 1.8083 0.74 2.07 -2.01
C -1.4730 -0.2474 0.1745 -3.38 0.02 0.26
C -2.0447 1.0218 -0.6061 -1.17 0.74 -3.55
C -0.9324 2.1107 -0.9343 -0.72 -2.30 -3.50
H -1.7666 -0.1502 1.2431 1.51 0.08 -0.40
H -1.8453 -1.3085 -0.0345 -0.75 1.65 -0.39
H -0.5092 -0.4272 -0.2070 1.92 0.55 0.65
H -2.4944 0.6163 -1.6574 1.09 0.98 2.28
H -2.8515 1.8150 -0.3297 0.65 -2.58 0.94
H -0.2900 1.7618 -1.8023 -1.15 0.23 -0.02
H -0.1341 1.9495 -0.3013 1.28 1.21 2.64
H -1.3587 3.0846 -1.2703 0.72 -0.57 1.08

***

[5]
16
Properties=species:S:1:pos:R:3:forces:R:3 method="wB97M-V/def2-TZVPD" total_charge=0 lumo_ev=1.2 max_force_ha_per_bohr=0.036 relative_energy_ev=0.3090 homo_lumo_gap_ha=0.4657 spin_multiplicity=1 smiles=CC.CC
C 0.3293 -0.2738 -1.3821 0.44 0.50 0.50
C 0.8666 -0.7582 -2.7278 -0.21 0.10 0.64
H 0.5053 -1.0033 -0.5908 -0.39 -0.12 -0.09
H 0.7459 0.6511 -0.9625 0.57 -0.09 -0.57
H -0.7060 0.0193 -1.4609 -0.64 -0.56 0.06
H 1.9556 -0.7735 -2.7555 -0.03 0.11 -0.14
H 0.5143 -1.7746 -2.8913 0.01 -0.08 -0.12
H 0.4503 -0.1388 -3.5106 0.25 0.14 -0.39
C 0.1359 0.2387 2.0450 -0.59 0.64 1.25
C -1.3404 0.6990 2.0346 1.23 0.21 -1.34
H 0.2848 -0.8325 1.9393 0.06 0.07 -0.40
H 0.6832 0.8611 1.3487 0.22 -0.39 -0.46
H 0.5484 0.5315 3.0124 0.13 -0.30 0.17
H -1.3090 1.7465 2.3321 -0.55 -0.10 0.47
H -2.0217 0.0675 2.5846 -0.11 0.11 0.34
H -1.6426 0.7399 0.9848 -0.39 -0.23 0.08

***

[6]
16
Properties=species:S:1:pos:R:3:forces:R:3 method="wB97M-V/def2-TZVPD" total_charge=0 lumo_ev=1.1 max_force_ha_per_bohr=0.037 relative_energy_ev=0.5561 homo_lumo_gap_ha=0.4610 spin_multiplicity=1 smiles=CC.CC
C 0.7247 2.0999 -1.2872 -0.31 -1.42 -1.25
C 1.6826 1.3893 -0.3161 0.06 0.90 0.14
H 0.9662 1.7468 -2.3031 0.27 0.39 0.10
H -0.3424 1.8111 -1.2899 0.36 0.24 0.92
H 0.8141 3.1730 -1.2794 0.02 0.35 0.11
H 2.6915 1.4371 -0.7456 -0.22 -0.52 -0.08
H 1.3886 0.3615 -0.0573 0.23 0.41 -0.15
H 1.8170 1.9972 0.5847 -0.41 -0.36 0.23
C -0.6874 -2.0535 0.3289 -0.78 1.62 -0.62
C -1.6967 -1.4894 1.3340 -0.24 -1.00 1.28
H -1.1688 -2.8858 -0.1921 0.11 0.43 -0.49
H -0.5082 -1.1221 -0.2699 0.31 -1.45 -0.50
H 0.2597 -2.4594 0.6760 -0.03 0.38 0.59
H -1.4660 -0.5128 1.7461 0.76 0.00 0.25
H -1.7886 -2.2271 2.1648 -0.40 0.75 -0.32
H -2.6864 -1.2659 0.9060 0.27 -0.73 -0.21